[1]
ORCA calculation (ωB97M-V/def2-TZVPD) on a cluster of 3 separate species, C6H18O3 in total in a non-equilibrium geometry.

Results
* energy: -12644.6413 eV
* HOMO level (spin up / spin down): -12.6 / -12.6 eV
* spin multiplicity: 2
* charge: +1
* gap between HOMO and LUMO (spin up / spin down): 9.0 / 2.2 eV
* largest force on an atom: 4.69 eV Å⁻¹

Positions of all 27 atoms, in Å:
H1 0.685 0.089 -4.056
H2 -1.032 0.508 1.716
H3 -1.948 2.547 0.625
O1 0.433 1.639 -5.405
H4 0.594 0.999 -6.103
H5 0.292 -1.595 2.925
C1 -1.343 1.874 0.017
C2 0.075 0.982 -4.193
H6 0.268 1.733 1.487
H7 -1.516 -0.127 -5.268
H8 0.881 -0.236 0.911
H9 0.201 1.623 -3.320
H10 0.019 -1.976 5.319
C3 0.938 -2.319 4.843
H11 2.185 -2.896 2.672
O2 0.401 0.283 0.261
H12 -2.009 1.178 -0.492
H13 -1.712 -0.169 -3.645
H14 -2.081 1.306 -4.582
C4 1.182 -1.526 3.550
C5 -0.434 1.062 0.992
H15 0.825 -3.394 4.709
H16 1.267 -0.488 3.873
C6 -1.347 0.519 -4.407
H17 -0.905 2.492 -0.767
H18 1.781 -2.151 5.514
O3 2.301 -1.955 2.825

Forces on the atoms, in the same order (eV/Å):
H 0.32 0.01 0.23
H 0.34 -0.31 0.81
H -0.10 -0.08 0.01
O 0.73 0.92 0.64
H -0.04 -0.17 0.13
H -0.49 -0.03 -0.26
C -0.16 -0.12 1.14
C -0.73 -1.02 -1.66
H 0.63 0.77 1.05
H 0.83 0.09 -0.47
H 1.04 -1.46 0.45
H 0.03 0.34 -0.33
H 0.05 0.12 0.08
C 0.11 0.18 -0.15
H 0.20 -0.21 -0.04
O 0.24 -0.01 0.04
H -0.08 -0.19 0.09
H -0.07 0.31 0.69
H 0.23 0.32 0.41
C -0.81 -0.57 1.15
C -2.44 1.50 -3.71
H 0.08 -0.01 -0.32
H 0.54 0.18 -0.37
C -1.29 -0.80 0.38
H 0.69 -0.23 0.25
H -0.08 -0.02 0.07
O 0.23 0.52 -0.31

[2]
ORCA calculation (ωB97M-V/def2-TZVPD) on a structure of composition C6H18O3RbS3 in a non-equilibrium geometry.

Results
* energy: -45809.0949 eV
* HOMO level: -11.2 eV
* charge: +1
* gap between HOMO and LUMO: 7.8 eV
* largest force on an atom: 2.68 eV Å⁻¹

Positions of all 31 atoms, in Å:
H1 26.594 12.691 -4.122
H2 25.745 12.099 -5.623
C1 23.529 13.003 -4.601
H3 23.304 12.687 -5.620
H4 14.571 3.659 -5.680
H5 15.828 4.952 -5.797
H6 15.174 2.059 -2.839
H7 21.489 12.275 1.409
H8 26.621 10.928 -4.663
H9 24.036 13.967 -4.544
S1 24.526 11.718 -3.599
C2 20.738 12.224 2.198
C3 19.092 13.549 0.415
H10 16.328 3.336 -5.389
H11 14.121 3.132 -1.851
O1 23.994 10.376 -3.972
H12 18.423 14.297 0.840
Rb1 19.837 7.954 -3.217
S2 19.085 11.981 1.427
H13 22.535 13.231 -4.215
C4 15.508 4.047 -5.281
O2 19.180 10.753 0.469
C5 14.530 2.938 -2.843
S3 15.325 4.492 -3.504
O3 16.674 4.548 -2.855
H14 18.701 13.318 -0.575
H15 20.947 11.377 2.851
H16 13.846 2.555 -3.600
H17 20.739 13.131 2.803
H18 20.130 13.832 0.240
C6 26.072 11.868 -4.609

Forces on the atoms, in the same order (eV/Å):
H 0.44 -0.11 -0.41
H 0.19 0.23 0.05
C 0.09 -0.09 0.58
H 0.76 -0.25 -0.08
H 0.07 0.13 0.04
H -0.30 0.08 0.06
H 0.92 0.50 0.45
H -0.03 0.03 0.01
H -0.13 0.09 0.62
H 0.38 -0.14 -0.29
S -0.33 0.30 -1.69
C -0.36 -0.25 -0.33
C 0.20 -1.04 -0.40
H -0.16 -0.25 0.12
H -0.12 0.04 -0.35
O -0.50 -0.09 0.28
H 0.46 0.01 0.32
Rb 0.00 0.01 0.19
S 0.25 -1.22 -1.31
H 0.06 -0.53 0.78
C 0.55 -0.11 0.64
O 0.19 2.31 1.35
C 0.44 -0.17 -1.30
S -0.42 -1.04 0.58
O 0.04 0.25 -0.58
H -0.20 -0.38 0.13
H -0.18 -0.04 -0.14
H -0.90 0.70 0.27
H -0.15 0.07 -0.14
H -0.14 0.44 0.36
C -1.10 0.53 0.17

[3]
ORCA calculation (ωB97M-V/def2-TZVPD) on a structure of composition C6H19AgBrN5O3 in a non-equilibrium geometry.

Results
* energy: -94165.5989 eV
* HOMO level: -8.6 eV
* charge: 0
* gap between HOMO and LUMO: 5.9 eV
* largest force on an atom: 2.11 eV Å⁻¹

Positions of all 35 atoms, in Å:
C1 16.318 5.799 9.032
N1 20.181 7.837 1.394
H1 18.790 4.431 9.595
C2 17.619 7.860 8.220
H2 21.723 6.671 2.937
C3 17.204 6.422 7.968
O1 21.644 5.069 5.726
H3 15.496 6.494 9.233
H4 16.892 6.897 5.875
H5 18.125 5.825 7.876
H6 23.736 7.343 6.353
C4 17.850 4.385 10.155
H7 20.547 7.323 5.111
N2 21.466 7.320 5.518
N3 16.605 6.328 6.655
H8 17.320 3.484 9.834
C5 22.160 6.173 5.846
H9 18.127 8.001 9.178
Br1 18.395 8.313 4.367
H10 23.962 5.650 6.692
H11 15.810 4.866 8.766
C6 21.287 7.146 0.991
Ag1 15.784 9.411 4.023
O2 17.087 5.562 10.206
H12 18.275 8.233 7.435
H13 18.168 4.229 11.189
H14 21.809 8.188 5.885
H15 19.451 8.032 0.740
H16 16.783 8.562 8.317
O3 21.476 6.891 -0.194
H17 16.588 5.361 6.355
N4 23.388 6.404 6.371
N5 22.107 6.743 2.014
H18 22.865 6.110 1.841
H19 20.016 8.117 2.356

Forces on the atoms, in the same order (eV/Å):
C 0.06 0.30 0.26
N 0.02 0.38 0.95
H -0.21 0.38 -0.38
C -0.10 0.56 0.94
H -0.09 0.08 0.20
C 1.25 -0.10 -1.36
O 0.67 0.20 -0.16
H 0.20 0.09 0.45
H 0.71 0.21 0.50
H 0.09 0.14 0.72
H 0.37 -0.10 0.10
C 0.73 -0.31 1.00
H -0.05 -0.41 0.27
N 0.97 0.35 0.02
N -1.94 -0.75 -0.37
H -0.37 0.20 -0.12
C -1.84 -0.59 0.08
H 0.20 -0.41 -0.08
Br -1.55 0.83 -0.31
H -0.04 -0.10 -0.05
H 0.33 -0.06 -0.56
C -0.43 -0.54 -0.93
Ag 1.48 -0.68 0.27
O -0.55 0.18 -0.31
H 0.01 -0.14 -0.08
H -0.08 -0.19 -0.02
H -0.21 0.18 -0.17
H 0.12 -0.04 -0.30
H -0.30 -0.29 -0.38
O 0.30 0.10 0.56
H -0.08 0.12 -0.14
N 0.17 0.41 -0.04
N 0.15 0.23 0.33
H -0.07 -0.01 -0.47
H 0.08 -0.23 -0.45

[4]
ORCA calculation (ωB97M-V/def2-TZVPD) on the ion C6H19BN2O2 with charge +2 in a non-equilibrium geometry.

Results
* energy: -14262.1048 eV
* HOMO level: -16.4 eV
* charge: +2
* gap between HOMO and LUMO: 9.3 eV
* largest force on an atom: 3.39 eV Å⁻¹

Positions of all 30 atoms, in Å:
C1 -4.177 -2.321 -0.160
H1 -1.753 -1.366 0.841
H2 3.574 -0.286 0.765
C2 1.576 0.174 0.599
H3 2.598 1.490 -1.351
H4 -5.019 -2.312 -0.883
H5 0.217 1.481 1.376
C3 -3.771 -0.957 0.406
H6 -4.293 -0.114 -0.037
N1 2.987 0.534 0.399
H7 1.432 -0.205 1.669
H8 5.339 0.130 -0.912
H9 3.153 1.285 1.000
O1 -1.429 0.661 1.814
H10 -4.498 -2.982 0.609
H11 4.902 0.734 -2.486
N2 -2.300 -0.772 0.127
C4 4.815 0.993 -1.406
H12 -2.040 1.266 2.393
O2 0.744 1.428 0.556
H13 3.165 -0.207 -1.515
B1 -0.301 0.807 -0.410
H14 -3.892 -0.989 1.471
H15 -3.383 -2.862 -0.682
H16 -0.138 0.768 -1.594
H17 5.220 1.956 -1.326
C5 3.320 0.712 -1.052
C6 -1.648 0.563 0.426
H18 -2.005 -1.059 -0.831
H19 -2.394 1.449 0.192

Forces on the atoms, in the same order (eV/Å):
C -0.72 -0.17 -1.14
H -0.99 0.37 -1.54
H -1.01 1.29 -0.40
C -2.58 -1.67 1.18
H 0.47 -0.38 -0.45
H 0.51 0.48 0.43
H 0.19 0.27 0.73
C 0.06 -0.77 -0.98
H -0.05 0.02 0.00
N 0.28 -3.24 -0.46
H 0.39 0.48 -1.60
H 0.29 1.26 -0.22
H 1.13 2.06 0.90
O -0.42 0.98 1.68
H -0.20 -0.44 0.79
H -0.17 0.21 0.63
N 2.10 -0.21 1.35
C -1.34 -3.02 -0.52
H 1.24 -1.64 -2.02
O -0.75 0.67 -1.15
H -1.09 -1.52 -0.55
B 2.51 -0.71 1.08
H 0.02 0.43 0.51
H 0.21 0.27 0.04
H -0.04 0.29 0.56
H 0.50 1.25 0.86
C 1.13 2.86 -0.09
C -2.29 2.50 -0.02
H -0.60 -0.05 0.74
H 1.21 -1.86 -0.33

[5]
ORCA calculation (ωB97M-V/def2-TZVPD) on a cluster of 2 separate species, C6H19ClN2Si2 in total in a non-equilibrium geometry.

Results
* energy: -37784.9870 eV
* HOMO level (spin up / spin down): -7.5 / -7.7 eV
* charge: 0
* gap between HOMO and LUMO (spin up / spin down): 6.8 / 6.8 eV
* largest force on an atom: 4.15 eV Å⁻¹

Positions of all 30 atoms, in Å:
Si1 4.560 0.572 -0.699
H1 0.056 3.256 0.156
H2 -2.230 -2.958 -1.423
H3 0.932 -2.980 1.040
C1 -0.958 1.019 1.783
N1 0.056 -1.482 -0.193
H4 1.324 -3.073 -0.706
H5 -0.367 -3.398 -0.236
C2 -2.277 -1.984 -1.067
N2 0.089 1.117 0.780
C3 0.750 2.368 0.490
H6 1.446 2.819 1.288
H7 -2.133 2.311 0.485
Cl1 1.215 -1.301 2.684
H8 -0.833 -0.115 -1.299
H9 -0.932 0.009 2.230
H10 -2.986 0.800 1.030
C4 0.490 -2.849 0.018
H11 -0.496 1.545 2.657
H12 5.343 -0.739 -0.684
H13 4.842 1.715 0.185
H14 -3.090 -1.532 -1.726
C5 -2.323 1.570 1.402
H15 -2.932 1.967 2.138
H16 -0.624 -1.649 -2.232
H17 -2.471 -2.098 0.040
H18 1.299 2.182 -0.589
Si2 1.039 -0.370 0.701
C6 -0.887 -1.201 -1.258
H19 4.511 0.994 -2.052

Forces on the atoms, in the same order (eV/Å):
Si -0.78 -1.40 0.98
H 0.71 -1.79 0.95
H 0.63 -1.87 -0.76
H -0.97 -0.28 -1.04
C 1.12 0.90 2.41
N 1.05 0.39 1.24
H -0.73 -0.23 0.43
H -0.80 -1.70 0.21
C -0.03 2.93 1.14
N 0.78 -1.30 -0.65
C 0.55 1.86 -2.81
H -0.79 -0.92 -1.06
H -0.74 -1.30 2.17
Cl 0.19 0.71 -0.70
H -1.10 0.01 -0.36
H -0.67 0.15 -0.75
H 0.15 -0.55 -0.62
C 2.02 0.60 -0.70
H -0.88 0.28 -0.19
H -0.22 0.91 0.37
H 0.35 -0.19 0.15
H 0.84 -0.15 1.41
C 1.43 0.16 -3.90
H -0.48 1.43 1.80
H 0.92 0.59 0.13
H -0.47 0.62 -1.17
H -0.68 0.58 2.93
Si -0.65 0.63 -0.31
C -0.60 -1.51 -0.17
H -0.13 0.46 -1.14

[6]
ORCA calculation (ωB97M-V/def2-TZVPD) on a cluster of 3 separate species, C6H19N2O2 in total in a non-equilibrium geometry.

Results
* energy: -13596.2950 eV
* HOMO level: -12.7 eV
* charge: +1
* gap between HOMO and LUMO: 9.9 eV
* largest force on an atom: 7.66 eV Å⁻¹

Positions of all 29 atoms, in Å:
O1 -1.678 -1.616 2.639
C1 -0.442 -1.378 -1.712
H1 -1.473 -1.029 -1.922
H2 -0.844 -3.335 -0.823
C2 0.628 0.793 -1.640
N1 -0.084 -0.040 1.240
H3 0.860 1.686 -2.116
C3 0.815 1.089 1.567
H4 1.672 -0.898 -2.710
H5 -1.681 -2.525 2.962
N2 1.628 0.526 -0.628
H6 -0.832 0.427 0.682
H7 -0.635 -0.214 2.108
H8 0.080 -0.243 -3.363
H9 1.618 2.596 0.345
H10 0.440 -0.822 0.743
H11 1.423 0.825 2.616
H12 2.860 1.395 0.955
H13 -2.574 -1.400 2.957
H14 0.158 1.925 1.777
H15 1.002 -2.635 -1.129
H16 -2.767 1.575 -0.492
C4 1.822 1.476 0.509
C5 0.597 -0.464 -2.432
H17 2.589 0.299 -1.138
O2 -2.263 1.588 0.286
H18 -0.475 0.899 -1.172
C6 -0.050 -2.510 -1.140
H19 -2.393 2.011 1.026

Forces on the atoms, in the same order (eV/Å):
O -1.46 -0.43 0.79
C 1.30 0.01 -1.48
H 0.53 -0.59 0.47
H 2.12 1.88 -0.36
C -1.61 -0.66 2.33
N -0.22 1.22 0.36
H 0.16 1.68 -1.42
C 1.73 -0.37 3.90
H -2.43 0.69 0.89
H 0.79 -0.29 -0.17
N 3.66 0.12 0.40
H 0.38 -0.98 -0.62
H 0.94 -1.28 -0.70
H 0.31 -0.05 -0.50
H 0.59 -1.51 -0.56
H -1.21 0.91 0.63
H -1.84 0.60 -2.68
H -1.18 -0.04 -0.92
H 0.30 0.54 -0.34
H -0.04 0.09 0.30
H 0.78 -0.85 0.26
H -1.68 0.80 -0.72
C 0.36 0.49 -0.70
C -0.46 -1.13 -1.00
H -2.76 0.85 1.55
O 4.01 -4.82 -4.40
H 2.56 0.15 -0.86
C -3.22 -1.13 0.28
H -2.40 4.09 5.29

[7]
ORCA calculation (ωB97M-V/def2-TZVPD) on a cluster of 2 separate species, C6H19N3Si in total in a non-equilibrium geometry.

Results
* energy: -18874.1972 eV
* HOMO level (spin up / spin down): -8.4 / -6.2 eV
* charge: 0
* gap between HOMO and LUMO (spin up / spin down): 8.6 / 6.6 eV
* largest force on an atom: 3.78 eV Å⁻¹

Positions of all 29 atoms, in Å:
H1 3.432 0.845 0.049
N1 -0.114 -1.846 0.489
H2 1.009 -0.360 -2.634
C1 0.428 0.670 4.555
H3 -1.935 1.352 -2.562
N2 -1.351 0.411 -0.736
H4 0.587 1.674 4.869
H5 2.199 1.728 0.804
H6 -1.763 2.473 -1.335
H7 2.578 0.314 -2.425
H8 -3.390 1.030 -0.627
H9 -3.076 -0.809 -0.127
H10 0.667 0.446 3.580
C2 2.439 1.336 -0.150
H11 0.029 0.044 5.387
Si1 0.023 -0.151 0.121
H12 0.398 -2.262 1.302
H13 -0.272 1.776 -1.995
H14 0.067 -3.465 -0.920
H15 2.531 2.370 -0.723
H16 -0.968 -2.231 -1.258
C3 -2.774 0.247 -0.207
N3 1.414 0.484 -0.706
C4 1.884 -0.285 -1.927
C5 -1.289 1.540 -1.692
C6 -0.677 -2.839 -0.422
H17 -2.870 0.433 0.891
H18 -1.312 -3.599 0.021
H19 2.107 -1.325 -1.623

Forces on the atoms, in the same order (eV/Å):
H -0.70 0.38 -0.80
N 0.60 -0.76 0.80
H 0.66 -0.01 0.54
C -0.85 0.23 3.18
H 0.45 -0.48 -0.15
N -1.85 0.57 -0.24
H 0.14 0.70 0.04
H -0.83 -0.01 1.22
H 0.45 -0.24 0.61
H 1.69 0.34 -0.69
H -0.52 -0.63 -0.65
H -0.37 0.34 -1.39
H 0.28 -1.04 -1.84
C 0.73 1.62 -0.88
H 0.42 0.10 -1.39
Si 0.55 0.66 1.45
H -0.71 0.92 -1.16
H -0.02 -0.21 0.00
H 0.72 -0.07 0.22
H 0.33 -2.18 0.46
H -1.55 -0.22 -0.42
C 1.92 -0.38 1.83
N 0.60 -1.04 -1.07
C -3.47 -0.36 1.45
C -0.84 0.00 0.09
C 1.61 0.03 -0.38
H 0.75 0.55 -0.39
H -0.93 0.60 0.04
H 0.73 0.56 -0.49

What are the relative energy (zero: lowest compared OMol25 entry of this formula, charge and spin) values for these records? In order: 35.15; 56.75; 52.04; 74.86; 30.42; 102.61; 54.15 kcal/mol.